(1)
# C54H130N8O20

A cluster of 9 separate species, C54H130N8O20 in total at a distorted geometry (ωB97M-V with the def2-TZVPD basis set, the Open Molecules 2025 dataset).

Each line ends with the Löwdin charge.
Positions of all 212 atoms, in Å:
O: -4.28940 3.43224 5.07652  -0.1994
O: 1.24721 -2.39748 1.57828  -0.0451
O: 0.96312 0.79446 -1.78311  -0.0694
O: -1.52510 -3.80637 -5.41051  -0.1731
O: 0.49327 -5.64945 -0.85425  -0.2427
O: 2.99042 0.69225 2.08204  -0.2132
O: 5.32189 -2.95677 3.13876  -0.2058
O: 5.47357 1.25728 -2.63979  -0.2246
O: -5.72552 3.69555 -1.01142  -0.2183
O: 8.42987 -2.84977 -5.77457  -0.2007
O: -4.76464 -1.82026 3.71607  -0.1676
O: 2.69426 -1.56892 6.01547  -0.2240
O: -1.81226 5.21532 -2.62697  -0.1739
O: 0.65265 5.15838 1.05974  -0.1536
O: -0.70491 0.21139 7.67278  -0.1963
O: -2.30893 -1.83239 -0.24096  -0.1669
O: -1.18314 2.20220 -0.27780  -0.0761
O: -0.89117 -0.95986 2.92397  -0.0116
O: -9.77656 5.51707 -4.39458  -0.1855
O: 3.77219 -0.63664 -4.58784  -0.2265
N: 0.07066 -4.05012 -3.02782  0.0720
N: 2.50977 -3.15776 3.75971  0.0560
N: 5.18214 0.41020 -0.03215  0.1182
N: -2.67554 1.28499 5.67668  0.0812
N: -1.92921 -3.77741 2.10011  0.1012
N: 5.54578 -2.74205 -4.50064  0.0631
N: -7.17406 4.86179 -2.97945  0.0655
N: 0.48239 4.26086 -1.44947  0.0595
C: -8.48514 5.87867 -4.73845  -0.2182
C: 2.63107 0.17635 -5.14066  -0.0087
C: 0.58382 0.43043 -0.58365  -0.3663
C: -0.26246 0.24560 9.00148  -0.1001
C: -0.41500 -0.55661 1.87687  -0.3495
C: 0.37457 4.09433 -2.97494  -0.0281
C: 6.59114 -3.89431 -4.44588  -0.0256
C: 1.89357 4.48982 -0.95946  -0.0747
C: 2.96069 -0.57345 7.02521  -0.0193
C: -1.90911 -0.44552 7.43756  -0.1809
C: -1.99710 -3.04723 -4.26403  -0.1457
C: 1.38192 -4.05276 -2.17870  -0.0540
C: 8.50801 -2.24930 -7.04089  -0.0828
C: -1.88364 -4.15912 0.57369  -0.0377
C: -2.90538 -1.04714 -1.22988  -0.0881
C: -4.78635 2.82623 -0.33525  -0.0740
C: -7.13884 3.38751 -0.86040  -0.1431
C: 4.21909 -0.05402 2.26875  -0.1673
C: -3.08733 3.25149 4.19763  -0.1210
C: -1.13022 4.13524 -3.21404  -0.2240
C: -0.50312 1.18874 0.18842  -0.3369
C: 0.62815 -1.45795 1.03507  -0.2699
C: 4.96412 -0.52457 -5.34187  -0.2118
C: -2.19972 -0.14144 5.94623  -0.0767
C: 2.60798 1.58507 3.15020  -0.0561
C: 4.94171 -0.72794 1.06137  0.0000
C: 1.40810 -1.86935 5.57831  -0.2169
C: 6.64820 -2.91764 3.51287  -0.1248
C: -2.52097 -4.33638 -6.17239  -0.1250
C: 1.82615 4.41849 0.55906  -0.1415
C: 0.58973 -6.92457 -0.14292  -0.0138
C: -7.61262 6.15616 -3.54836  -0.0778
C: 4.77575 -4.25960 3.49160  -0.1460
C: -0.71850 -2.76028 -3.35752  -0.0396
C: -2.60285 -3.21863 -0.34616  -0.1953
C: 7.46864 -3.90606 -5.73499  -0.1798
C: -3.29645 -3.54681 2.77357  -0.0399
C: 1.47325 -3.29997 4.95680  0.0249
C: 3.99361 0.70429 -1.00472  -0.0774
C: -7.91575 4.48268 -1.68173  -0.0299
C: -2.57537 1.72650 4.22145  -0.0641
C: 6.07161 -1.30613 -4.60361  -0.0522
C: 1.71096 -5.40719 -1.52662  -0.1883
C: -3.04861 5.46466 -3.23799  -0.0874
C: -4.01773 -2.21566 2.52334  -0.1700
C: 0.52899 5.12147 2.41669  -0.1355
C: -10.57771 4.77765 -5.30698  -0.0586
C: -5.94029 -1.15493 3.38502  -0.1216
C: -0.92505 0.66877 1.36905  -0.0306
C: -4.89391 4.71373 5.01229  -0.0963
C: 1.03525 -0.75354 -0.19484  -0.0521
C: 6.14943 2.27345 -3.37853  -0.0695
C: 4.41548 1.85845 -1.90245  -0.2013
C: 3.27585 -4.36139 3.26658  -0.0732
H: 2.39331 5.34848 -1.40789  0.1483
H: -2.27405 3.95137 4.38962  0.1161
H: 3.69749 -0.19009 -1.55289  0.1188
H: -3.64968 5.90147 -2.44050  0.0957
H: 2.84147 1.23056 -5.32085  0.0913
H: 0.58304 -7.69097 -0.91796  0.1135
H: 2.00422 3.41632 0.94900  0.1079
H: -0.01694 4.33590 2.93913  0.0673
H: -8.06185 6.73454 -2.74102  0.1475
H: -3.41036 3.43507 3.17292  0.1144
H: 4.84395 2.67750 -1.32479  0.1245
H: 4.91597 -0.97128 -6.33496  0.1320
H: 3.24685 2.46803 3.16853  0.0995
H: -3.61383 1.40187 6.03172  0.1676
H: -3.87305 3.38380 -0.12763  0.0786
H: 2.96899 -4.35090 2.22071  0.1131
H: 1.76406 0.09609 -4.48495  0.0690
H: -3.34537 1.13705 3.72372  0.1245
H: -1.69082 3.23304 -2.96937  0.1244
H: -10.82514 5.53098 -6.05489  0.1011
H: -1.43459 -4.50640 2.59407  0.1616
H: -0.28414 -6.97086 0.50694  0.0878
H: -1.15714 4.11476 -4.30351  0.1309
H: -1.34837 -2.96091 2.22689  0.0988
H: -3.67108 -3.20086 -0.13013  0.1282
H: 5.35573 -4.91705 2.84395  0.1367
H: 1.41635 -6.93081 0.56753  0.0974
H: 5.42858 1.36129 0.20195  0.1670
H: 5.95576 0.03803 -0.56421  0.1526
H: -2.08242 1.96720 6.12712  0.1724
H: 4.69197 -2.90104 -5.01624  0.1611
H: -8.21232 5.37281 -1.12689  0.1380
H: -3.82827 -0.51729 -0.99399  0.0904
H: 3.88620 -0.96483 7.44751  0.1048
H: -4.64977 -2.38171 1.65096  0.1160
H: -1.77674 -1.52729 7.41872  0.1411
H: -3.09021 -3.66285 3.83757  0.1370
H: -2.98241 -0.76734 5.51759  0.1278
H: 8.06064 -4.82060 -5.77067  0.1457
H: -0.00509 -2.24407 -3.99993  0.1219
H: 5.18033 0.50826 -5.61504  0.1304
H: 1.59123 1.93248 2.96680  0.0724
H: -1.58228 1.81078 3.78012  0.1136
H: 6.05187 -4.82400 -4.26436  0.1329
H: 2.41731 -0.32519 -6.08451  0.0935
H: 3.21894 0.39159 6.58921  0.0877
H: -6.18046 4.94206 -2.81690  0.1337
H: -6.32472 -0.53358 4.19386  0.0974
H: -2.85901 6.15902 -4.05653  0.1103
H: 2.49028 1.04838 4.09159  0.0809
H: -1.83183 1.00296 1.85120  0.0960
H: -5.41033 5.04403 5.91359  0.1042
H: 0.31818 -0.56682 9.43846  0.0908
H: -2.31265 -0.18432 -1.53371  0.0953
H: -3.49879 4.51435 -3.52499  0.0853
H: -3.84956 -4.45345 2.52828  0.1430
H: 9.03064 -2.89598 -7.74571  0.1118
H: -2.37584 -5.13161 0.56318  0.1454
H: 4.92648 0.59318 2.78722  0.1351
H: 0.98905 -1.00776 5.05853  0.1105
H: 7.08899 1.86584 -3.75161  0.1039
H: -8.14147 4.98524 -5.25976  0.1211
H: 6.36128 -0.90824 -3.63105  0.1250
H: 0.88591 -3.46434 -1.40681  0.0963
H: 4.99074 -4.62370 4.49625  0.1428
H: -5.84693 -0.42174 2.58389  0.0834
H: 2.03448 -3.85510 5.70844  0.1410
H: 1.88168 -1.23655 -0.66032  0.0894
H: 0.54646 -3.69492 4.54067  0.1205
H: 0.04177 3.45366 -1.03189  0.0921
H: 2.53600 3.70892 -1.36636  0.0944
H: -2.77344 0.03797 7.89284  0.1429
H: 0.31949 -4.63757 -3.81080  0.1664
H: 2.06280 -2.77843 2.93726  0.0550
H: 4.27428 -1.52596 0.73613  0.1285
H: -8.51994 6.69167 -5.46366  0.1496
H: -4.53068 1.90070 -0.85112  0.0752
H: -2.64071 -3.66965 -1.33775  0.1170
H: 6.77490 -3.98780 -6.57175  0.1306
H: -8.88295 4.03588 -1.91190  0.1372
H: 3.07482 0.98256 -0.48851  0.0946
H: -7.40996 3.37856 0.19530  0.1304
H: -2.12884 -5.24018 -6.63873  0.1061
H: -1.10071 0.38714 9.68368  0.1032
H: 1.47700 5.05132 2.95003  0.0939
H: 6.41150 3.07442 -2.68725  0.0978
H: -6.65935 6.63304 -3.77631  0.1424
H: -0.02133 5.00245 -0.98426  0.1527
H: 7.19654 -3.62080 -3.58171  0.1347
H: 2.64355 -5.31446 -0.97004  0.1384
H: 2.68533 4.98221 0.92252  0.1341
H: 6.97159 -1.34094 -5.21755  0.1118
H: 9.09125 -1.33359 -6.94395  0.1084
H: 5.63269 2.72068 -4.22767  0.1008
H: -11.50668 4.44176 -4.84622  0.1037
H: -0.52962 -4.71416 -2.56004  0.1437
H: 2.81619 -5.24207 3.71518  0.1404
H: 7.30331 -3.72460 3.18466  0.1063
H: -2.59318 -3.71593 -3.64305  0.1023
H: 2.19869 -0.56064 7.80450  0.0810
H: 3.94972 -0.84587 2.96769  0.0948
H: 0.91815 4.93653 -3.40311  0.1421
H: -0.82750 -4.25822 0.32299  0.1012
H: 0.93572 3.16475 -3.07035  0.1171
H: -2.64234 -2.17403 -4.36026  0.1329
H: -3.14975 -1.61059 -2.13040  0.0782
H: -7.12437 4.21311 -3.75200  0.1706
H: 5.97299 -0.89781 1.37074  0.1230
H: -6.78631 -1.80149 3.15200  0.1050
H: -3.30257 -4.83714 -5.60104  0.0986
H: 0.47487 1.02149 9.20755  0.0991
H: 0.02432 6.04903 2.68692  0.1110
H: -0.78595 -2.08344 -2.50580  0.1090
H: -1.27228 -0.21574 5.37839  0.0999
H: -5.03099 2.65910 0.71371  0.0783
H: 0.84511 -1.91113 6.51073  0.1205
H: -10.10899 3.95754 -5.85087  0.0907
H: 2.03263 -3.34686 -2.69481  0.1298
H: 5.03180 -2.69772 -3.63233  0.1418
H: 6.85744 -2.85501 4.58076  0.1093
H: -2.92762 -3.67782 -6.93987  0.1098
H: -3.36015 -1.42423 2.16371  0.1083
H: -5.58401 4.87075 4.18331  0.0885
H: 1.89732 -6.08690 -2.35810  0.1369
H: 7.47962 -2.07236 -7.35584  0.0821
H: 3.70090 2.29018 -2.60324  0.1270
H: -7.44197 2.42281 -1.26729  0.1230
H: 3.12746 -2.37096 3.89937  0.1150
H: 7.11045 -2.01099 3.12248  0.0876
H: -4.16530 5.51193 4.87055  0.0890

Summary:
- Net charge: +6
- Energy: -110901.2063 eV
- Lowest unoccupied orbital energy: -0.4168 Ha
- Molar mass: 1211.67 g mol⁻¹
- Relative energy (zero: lowest compared OMol25 entry of this formula, charge and spin): 9.036 eV
- HOMO energy: -18.458 eV

(2)
# C3H8

A cluster of 2 separate species, C3H8 in total (ωB97M-V with the def2-TZVPD basis set, the Open Molecules 2025 dataset).

Each line ends with the Löwdin charge.
Positions of all 11 atoms, in Å:
C: -0.13701 -1.31260 0.86136  -0.1444
C: 0.52014 1.21178 -0.55610  -0.1059
C: -0.69661 -0.44970 -0.12529  -0.2052
H: 1.01952 1.72045 0.28034  0.0323
H: -0.25695 1.86569 -0.96026  0.0257
H: -0.39792 -1.18175 1.90382  0.0438
H: -0.67702 -0.75066 -1.16927  0.0991
H: 1.24710 0.95140 -1.33118  0.0247
H: 0.42119 -0.06119 0.33530  0.0893
H: -1.53123 0.18760 0.15186  0.0967
H: 0.48876 -2.14465 0.56462  0.0440

Summary:
- Energy: -3235.5869 eV
- Lowest unoccupied orbital energy: 0.0413 Ha
- Molar mass: 44.10 g mol⁻¹
- Relative energy (zero: lowest compared OMol25 entry of this formula, charge and spin): 5.166 eV
- HOMO energy: -6.927 eV

(3)
# C28H44GaN2O4S2

A structure of composition C28H44GaN2O4S2 at a distorted geometry (ωB97M-V with the def2-TZVPD basis set, the Open Molecules 2025 dataset).

Each line ends with the Löwdin charge.
Positions of all 81 atoms, in Å:
Ga: -0.20828 -0.12634 0.32462  0.4792
S: 1.45350 -3.51485 -3.79292  0.6632
S: -5.31603 2.52894 -0.02742  0.6557
O: -4.47181 2.75325 -1.17125  -0.3179
O: -6.42720 1.60909 -0.06979  -0.3287
O: 2.25612 -3.10512 -2.67384  -0.3165
O: 1.98496 -4.33599 -4.85705  -0.3427
N: -2.86995 -0.85600 1.34187  0.0409
N: 0.19278 2.52392 -0.91977  0.0427
C: 0.46198 3.82504 -0.87539  -0.2025
C: 0.70005 4.57033 0.25813  -0.1179
C: -5.91541 4.10806 0.57240  -0.2390
C: 4.28831 -0.07001 0.32394  -0.0762
C: 0.14420 1.91196 0.27848  -0.3072
C: 5.93779 1.81904 -0.02128  -0.0718
C: 0.62412 3.92199 1.47829  -0.1135
C: -2.82862 -0.52015 -1.04198  -0.1275
C: -2.22548 -0.54878 0.21825  -0.3147
C: 0.34541 2.56518 1.49133  -0.1207
C: 0.70581 -0.93314 1.96600  -0.2569
C: -4.29759 2.15132 1.39866  -0.2128
C: -0.04595 -4.25953 -3.16392  -0.2272
C: 1.07166 -2.43741 1.80175  -0.2674
C: 2.94613 -2.25670 0.10946  -0.1819
C: -0.83411 -2.22319 -4.25521  -0.2130
C: -1.00884 -3.08585 -3.00013  -0.2277
C: -4.87083 -1.15040 0.01703  -0.1066
C: 2.56712 -2.72344 1.55051  -0.3674
C: 5.43743 0.56991 0.68164  -0.3251
C: -4.16150 -1.15287 1.18357  -0.2312
C: 6.27726 -0.03219 1.82569  -0.0685
C: -5.77330 4.01403 2.08710  -0.2296
C: 4.30733 -1.54405 -0.03991  -0.1819
C: -4.16794 -0.81650 -1.16783  -0.0826
C: -4.40738 3.35951 2.33589  -0.2073
C: 3.49264 -2.21745 2.66094  -0.0878
C: 0.67163 -2.05634 -4.48982  -0.2173
H: -1.32359 -1.25548 -4.14930  0.1076
H: -4.70971 -1.44214 2.08832  0.0992
H: 2.88034 -3.10670 -0.56596  0.0789
H: 2.66876 -3.82219 1.55899  0.1218
H: -6.94031 4.26110 0.24082  0.1013
H: 0.16584 -4.77675 -2.23045  0.1070
H: 1.64126 -0.37240 2.11262  0.0271
H: -1.28731 -2.72864 -5.11280  0.1112
H: 3.35678 0.50384 0.26230  0.1154
H: 5.28045 2.69470 0.07665  0.0756
H: 1.06298 -1.18582 -3.96462  0.1041
H: -0.74199 -2.50345 -2.11365  0.0786
H: -0.40397 -4.96666 -3.91320  0.1013
H: 0.93550 5.62522 0.15979  0.0871
H: -6.56612 3.38406 2.49845  0.1155
H: 3.49532 -1.12930 2.77607  0.0615
H: 4.52689 -2.53860 2.49352  0.0645
H: 0.06364 -0.78049 2.84136  0.0377
H: 0.78580 4.49913 2.38796  0.0929
H: 5.08995 -2.11235 0.47085  0.0919
H: 0.48749 -2.88728 0.98529  0.0891
H: 2.18100 -1.54006 -0.20334  0.0389
H: 0.40779 -0.72760 -1.05150  -0.0100
H: -3.61399 4.07548 2.10837  0.1161
H: -5.84481 4.99538 2.55705  0.1088
H: 0.53592 4.34440 -1.83684  0.0927
H: -4.28745 3.05871 3.37625  0.1133
H: 0.32059 2.07442 2.45958  0.0910
H: -5.26796 4.88424 0.16433  0.1048
H: -3.27395 1.98240 1.06978  0.0990
H: 6.60652 -1.04794 1.57494  0.0636
H: 3.20087 -2.64743 3.63050  0.0769
H: -4.69098 1.25005 1.85955  0.0884
H: -2.03722 -3.42684 -2.88249  0.1151
H: 6.94199 2.05625 0.35013  0.0585
H: -4.67145 -0.81689 -2.13172  0.1018
H: 0.78217 -2.95350 2.73250  0.0945
H: 6.04009 1.60152 -1.08854  0.0703
H: 5.67907 -0.08695 2.73476  0.0642
H: -5.92130 -1.41325 -0.02111  0.0950
H: 4.55678 -1.57290 -1.11184  0.1152
H: -2.24890 -0.29101 -1.93138  0.0848
H: 0.91661 -1.99388 -5.54787  0.0965
H: 7.18456 0.57038 1.94785  0.0585

Summary:
- Net charge: -1
- Energy: -114964.2862 eV
- Lowest unoccupied orbital energy: 0.0869 Ha
- Molar mass: 606.53 g mol⁻¹
- Relative energy (zero: lowest compared OMol25 entry of this formula, charge and spin): 0.000 eV
- HOMO energy: -4.850 eV

(4)
# H13O6S

A cluster of 7 separate species, H13O6S in total (ωB97M-V with the def2-TZVPD basis set, the Open Molecules 2025 dataset).

Each line ends with the Löwdin charge.
Positions of all 20 atoms, in Å:
S: -0.08423 -0.62091 -1.52846  0.2264
O: 0.50959 -0.52951 3.29744  -0.0963
O: -3.09182 1.34008 -1.50730  -0.1109
O: -1.22077 0.86477 0.85878  -0.1476
O: 0.24532 2.85107 -1.80313  -0.1049
O: 0.57979 -2.53093 1.00866  -0.1340
O: 2.99075 -1.17091 -0.01580  -0.0899
H: -0.61638 1.54789 0.55627  0.0157
H: 0.09012 -0.31727 2.44485  -0.0037
H: -0.62348 -1.59308 -2.27795  -0.3240
H: 0.46631 -1.93812 0.23582  -0.1166
H: 3.74602 -0.60990 0.20244  0.0354
H: 0.41984 -1.48870 3.29947  0.0115
H: -0.65952 3.12708 -1.97805  0.0199
H: -3.12091 1.60405 -0.57544  0.0159
H: -2.51072 0.56654 -1.40268  -0.0430
H: -1.18691 0.14809 0.17366  -0.1081
H: 1.54026 -2.64548 0.95206  0.0106
H: 0.24456 1.92064 -2.06995  -0.0602
H: 2.28219 -0.52541 0.12932  0.0038

Summary:
- Net charge: -1
- Energy: -23333.9360 eV
- Lowest unoccupied orbital energy: 0.1263 Ha
- Molar mass: 141.16 g mol⁻¹
- Relative energy (zero: lowest compared OMol25 entry of this formula, charge and spin): 0.514 eV
- HOMO energy: -4.570 eV